[1]
The following is a quantum chemistry calculation of a gas-phase ion, C5H12NO2 (charge -1), from the OMol25 dataset.

Last column: Mulliken charge in e.
Geometry (Å):
N -1.814674 -0.268330 -0.782897  -0.76
C -0.668035 -0.358727 0.141561  0.75
C -1.208094 -0.742403 1.545840  -0.76
O -2.597468 -1.056673 1.539781  -0.57
C 0.177634 0.925661 0.227519  -0.71
C 1.273983 1.010532 -0.847514  -0.63
C 2.391907 -0.108303 -0.693934  -0.29
O 3.420125 0.038676 -1.525105  -0.88
H -1.461156 -0.292888 -1.736574  0.26
H -2.275401 0.621980 -0.672302  0.21
H -0.084291 -1.149234 -0.307107  0.10
H -0.610381 -1.550975 1.973009  0.22
H -1.119175 0.131995 2.185143  0.32
H -2.770980 -1.432602 0.665035  0.39
H -0.543978 1.748915 0.159675  0.32
H 0.701558 0.833446 1.187216  0.29
H 1.781599 1.942211 -0.688049  0.31
H 0.921470 0.834756 -1.866084  0.23
H 2.707507 -0.094323 0.388973  0.15
H 1.777848 -1.033705 -0.894192  0.07

Atomic forces in eV per Å
N 0.19 -0.11 -0.43
C -0.64 0.22 -0.20
C -0.29 0.34 -0.38
O 0.20 -0.48 0.20
C 0.22 -1.37 -0.73
C 0.17 -1.03 0.82
C -0.27 0.49 -0.43
O 0.02 0.05 -0.13
H -0.06 0.04 0.18
H -0.21 0.25 0.04
H 0.40 -0.32 0.38
H 0.00 -0.08 0.05
H 0.11 0.06 0.23
H -0.04 0.23 -0.08
H 0.25 0.24 0.50
H -0.15 0.67 0.08
H 0.27 0.72 -0.57
H -0.18 0.63 -0.07
H -0.36 -0.23 0.10
H 0.37 -0.33 0.41

As for the SMILES: N[C@H](CO)CCC[O-]. The value obtained for the HOMO energy is -2.3 eV. The charge is -1. The strongest force on any atom comes out at 0.031 Eh/bohr. As for the spin multiplicity: 1. Its frontier orbital gap is 5.838 eV.

---

[2]
The following is a quantum chemistry calculation of a molecular structure, C14H26Cl2N7O5S5Sr, from the OMol25 dataset.

Last column: Mulliken charge in e.
Geometry (Å):
Sr -0.333316 0.313670 -0.047003  1.42
C 2.725673 -0.996574 3.844796  -1.10
N 2.273258 0.368740 3.599877  0.24
C 2.367566 1.318871 4.704270  -1.07
C 1.682197 0.681282 2.445145  1.21
O 1.519483 -0.131014 1.526488  -0.72
C 1.247961 2.146089 2.277685  -1.17
O 0.699418 2.421033 0.994346  -0.26
C 1.471086 3.175555 0.081981  -0.99
C 1.945473 2.358651 -1.123770  0.82
O 1.688313 1.153268 -1.209910  -0.65
N 2.638549 3.034668 -2.045285  0.12
C 2.878630 4.471790 -1.948844  -0.93
C 3.095589 2.356448 -3.255746  -1.09
H 3.783638 -0.991129 4.109895  0.38
H 2.154049 -1.441978 4.661603  0.38
H 2.573358 -1.588265 2.949227  0.26
H 2.810518 0.807113 5.553925  0.41
H 3.012793 2.164841 4.460168  0.31
H 1.382500 1.679448 5.005484  0.36
H 0.470849 2.365630 3.009101  0.29
H 2.105325 2.799242 2.459047  0.46
H 0.845774 3.994227 -0.280326  0.34
H 2.335021 3.617533 0.584133  0.53
H 3.422105 4.732735 -1.039978  0.31
H 3.493449 4.769236 -2.792489  0.37
H 1.949684 5.042774 -1.996322  0.33
H 2.878299 1.298042 -3.171904  0.30
H 2.584141 2.765059 -4.128793  0.37
H 4.169300 2.502177 -3.373486  0.38
N -2.887516 -2.481327 -1.174966  -0.23
N -3.992399 -1.712406 -1.549385  -0.23
C -3.900390 -0.370504 -1.617858  0.52
N -5.036745 0.288201 -1.808119  -0.34
N -2.663019 0.151909 -1.481859  -0.45
N -2.536286 1.488966 -1.707284  1.25
O -3.444979 2.266707 -1.990933  -0.72
O -1.356421 1.877250 -1.604421  -0.76
H -2.705273 -3.152508 -1.911417  0.23
H -3.137089 -2.989113 -0.330011  0.11
H -4.904732 -2.118335 -1.374266  0.19
H -5.902131 -0.221169 -1.857013  0.18
H -5.031734 1.289271 -1.895622  0.22
C -1.225068 -1.410625 5.425974  -0.97
S -0.651660 -1.900992 3.783574  0.21
C -2.151018 -1.756184 2.886411  -0.23
C -2.657790 -0.616663 2.362788  -0.06
S -2.044558 1.006822 2.308839  -0.29
S -4.196506 -0.814805 1.570118  -0.07
C -4.322002 -2.531051 1.642019  -0.01
S -5.429944 -3.387600 0.745156  -0.21
S -3.067237 -3.224207 2.588783  -0.04
H -0.362934 -1.466565 6.091343  0.38
H -1.992280 -2.088835 5.794400  0.35
H -1.603003 -0.389832 5.409358  0.26
Cl -0.051490 -2.936564 0.679204  -0.06
C 0.937300 -3.117969 -0.780637  -0.48
Cl 0.472298 -2.012318 -2.097799  -0.08
H 0.808598 -4.125913 -1.148529  0.40
H 1.963626 -2.900205 -0.518862  0.32

Atomic forces in eV per Å
Sr -0.24 -1.04 0.39
C -0.02 0.01 0.04
N -0.12 0.01 0.05
C 0.03 -0.02 0.00
C 0.13 0.08 -0.27
O 0.04 0.19 0.15
C 0.12 0.01 0.02
O 0.15 -0.35 -0.08
C 0.09 0.16 0.04
C 0.11 0.06 0.11
O -0.07 0.22 -0.07
N -0.04 -0.09 0.00
C 0.01 -0.01 0.00
C -0.01 0.06 0.02
H -0.02 0.01 -0.01
H 0.04 0.04 -0.02
H 0.00 0.01 0.00
H -0.01 -0.01 0.00
H -0.05 0.00 -0.01
H 0.03 0.01 -0.01
H -0.01 0.02 0.04
H -0.03 0.02 0.07
H -0.02 0.02 0.03
H 0.01 0.02 -0.02
H -0.04 -0.01 0.00
H 0.02 -0.01 -0.02
H 0.01 -0.02 0.02
H 0.00 -0.01 -0.01
H 0.00 -0.01 0.02
H -0.01 -0.01 0.01
N 0.16 0.11 -0.04
N 0.22 0.33 -0.19
C -0.16 -0.51 0.21
N -0.08 -0.13 -0.04
N -0.29 0.86 -0.32
N -0.37 0.24 -0.22
O 0.80 -0.67 0.22
O -0.35 0.48 -0.21
H 0.02 -0.02 -0.01
H 0.06 -0.04 -0.10
H -0.09 -0.01 0.08
H -0.03 -0.03 -0.01
H 0.07 0.05 0.00
C -0.02 0.06 0.15
S -0.12 0.02 0.03
C 0.06 -0.15 0.01
C 0.03 0.45 -0.09
S 0.15 -0.11 0.08
S -0.18 -0.10 -0.03
C 0.09 -0.02 -0.21
S -0.17 -0.05 0.41
S -0.10 -0.03 0.06
H -0.01 0.00 -0.01
H 0.02 -0.01 -0.05
H 0.01 -0.01 -0.05
Cl 0.02 0.09 -0.27
C 0.04 -0.05 -0.03
Cl -0.02 0.00 0.16
H 0.06 -0.08 0.00
H 0.06 -0.02 0.00

The value obtained for the HOMO energy is -9.8 eV. The charge is +1. The strongest force on any atom comes out at 0.022 Eh/bohr. As for the spin multiplicity: 1. Its frontier orbital gap is 7.207 eV.

---

[3]
The following is a quantum chemistry calculation of a single C19H19N5O2S molecule, from the OMol25 dataset.

Last column: Mulliken charge in e.
Geometry (Å):
C 1.439336 -0.967977 3.541978  -1.92
C 0.619675 -0.231336 2.546052  0.13
C 0.865652 0.969486 1.954817  0.51
N 2.000650 1.772566 2.087364  -0.13
C 2.532337 2.512447 1.083662  -0.15
S 3.468800 3.832790 1.400682  -0.43
N 2.338731 2.108309 -0.198428  -0.24
N 1.811880 0.922189 -0.501695  -0.04
C 1.398118 0.675388 -1.681292  -0.51
C 0.825450 -0.612721 -1.996240  0.48
C 0.960918 -1.693735 -1.119622  -0.24
C 0.399286 -2.914484 -1.414510  -0.73
C -0.330084 -3.081886 -2.590888  0.97
O -0.884938 -4.298019 -2.836275  -0.57
C -0.471607 -2.013138 -3.468660  -0.44
C 0.107670 -0.795262 -3.177392  -0.92
C -0.269799 1.303662 1.105517  0.41
O -0.482978 2.288195 0.425615  -0.70
N -1.129405 0.216140 1.240149  0.37
C -2.102472 -0.137528 0.295123  0.23
C -2.253078 -1.461109 -0.110003  0.38
C -3.202605 -1.786132 -1.059920  -0.89
C -3.998534 -0.802154 -1.620506  -0.57
C -3.840331 0.515061 -1.222959  -0.79
C -2.905183 0.853045 -0.262688  -0.50
N -0.570033 -0.744053 2.081472  0.18
C -1.466206 -1.463527 2.961391  -1.25
H 0.994632 -0.909915 4.536134  0.38
H 1.519612 -2.017392 3.265999  0.38
H 2.435824 -0.537229 3.580045  0.44
H 2.272664 2.072094 3.014549  0.33
H 2.516714 2.805284 -0.923581  0.25
H 1.431826 1.427340 -2.476481  0.36
H 1.520840 -1.549001 -0.209234  0.40
H 0.508144 -3.759219 -0.752068  0.41
H -1.343762 -4.283334 -3.685129  0.30
H -1.036825 -2.140761 -4.382695  0.31
H -0.008663 0.029376 -3.865010  0.37
H -1.610192 -2.227530 0.292293  0.54
H -3.310745 -2.815906 -1.366785  0.41
H -4.736243 -1.059478 -2.365676  0.42
H -4.454715 1.288282 -1.659158  0.40
H -2.772366 1.877481 0.041249  0.47
H -1.708530 -0.882794 3.857610  0.33
H -0.994780 -2.398760 3.257976  0.41
H -2.388419 -1.684800 2.429413  0.46

Atomic forces in eV per Å
C -0.16 0.02 -0.05
C 0.18 0.61 -0.40
C -0.48 -0.67 0.39
N -0.08 -0.27 0.06
C 0.39 0.04 -0.03
S 0.21 0.45 0.06
N 0.14 0.73 -0.38
N -0.18 -0.95 -0.40
C 0.44 0.85 0.34
C -0.28 -0.65 -0.16
C -0.01 0.14 -0.23
C -0.13 -0.24 -0.21
C 0.15 0.41 -0.04
O -0.10 -0.19 -0.01
C -0.07 -0.29 -0.02
C 0.18 0.09 0.31
C -0.15 0.23 0.56
O 0.03 0.06 -0.13
N 0.03 0.18 0.37
C -0.27 -0.27 -0.33
C 0.05 0.08 0.10
C -0.08 -0.01 -0.01
C -0.06 -0.03 -0.09
C -0.01 -0.06 -0.02
C 0.07 0.11 0.09
N 0.29 -0.36 -0.46
C -0.22 0.15 0.29
H 0.03 -0.02 0.07
H 0.05 -0.09 0.01
H 0.07 0.01 0.02
H -0.03 0.13 -0.28
H -0.01 -0.19 0.33
H 0.01 0.05 0.06
H 0.07 -0.03 0.12
H 0.02 -0.09 0.11
H 0.08 0.03 0.10
H -0.06 -0.01 -0.07
H -0.01 0.10 -0.08
H 0.04 -0.02 0.06
H 0.00 -0.10 -0.04
H -0.07 -0.02 -0.06
H -0.05 0.08 -0.02
H 0.00 0.06 0.05
H -0.05 0.01 0.00
H -0.02 0.00 -0.02
H 0.06 -0.05 0.03

As for the SMILES: Cc1c(NC(=S)N/N=C/c2ccc(O)cc2)c(=O)n(-c2ccccc2)n1C. The value obtained for the HOMO energy is -7.7 eV. The charge is 0. The strongest force on any atom comes out at 0.020 Eh/bohr. As for the spin multiplicity: 1. Its frontier orbital gap is 8.050 eV.

---

[4]
The following is a quantum chemistry calculation of 8 unconnected molecules or ions with the total composition C32H56N8, from the OMol25 dataset.

Last column: Mulliken charge in e.
Geometry (Å):
C 0.907963 -2.462422 5.455874  -1.05
C 0.415186 -3.186016 4.208547  0.29
C -0.911406 -3.933481 4.431847  0.01
C -0.913564 -4.771067 5.633600  0.07
N -0.915302 -5.436698 6.564383  -0.47
H 1.673152 -1.746038 5.141206  0.20
H 1.333605 -3.137170 6.192114  0.47
H 0.110931 -1.846523 5.877290  0.10
H 1.169778 -3.858142 3.805817  0.48
H 0.192453 -2.431046 3.452924  -0.34
H -1.144737 -4.572494 3.580052  0.41
H -1.712839 -3.200787 4.543073  -0.16
C 2.081241 1.242590 3.502269  -1.07
C 3.098047 2.391372 3.660234  -0.03
C 4.478602 1.937002 4.161830  -0.38
C 4.417318 1.196828 5.412953  0.10
N 4.365188 0.616440 6.398657  -0.45
H 1.794844 0.743451 4.421175  0.40
H 2.611334 0.517939 2.869681  0.29
H 1.299707 1.649188 2.865816  0.25
H 2.717214 3.176721 4.318234  0.35
H 3.164451 2.811540 2.655851  -0.22
H 5.175017 2.775539 4.206455  0.41
H 4.912913 1.278454 3.398451  0.31
C -0.203302 3.589775 -3.139893  -0.99
C -1.445174 3.881029 -4.003946  -0.43
C -2.745016 3.698834 -3.217587  -0.63
C -3.043218 2.308771 -2.923383  0.36
N -3.244329 1.203728 -2.675973  -0.43
H 0.662114 4.172639 -3.455655  0.41
H 0.093407 2.546630 -3.271511  0.20
H -0.364442 3.794571 -2.082912  0.28
H -1.465268 3.240005 -4.882126  0.34
H -1.442316 4.927210 -4.310541  0.30
H -3.575870 4.114227 -3.796191  0.34
H -2.690488 4.314796 -2.319996  0.30
C 0.494739 0.849501 0.049424  -0.98
C -0.699564 0.412642 -0.805293  -0.02
C -0.638120 -1.025736 -1.271159  0.35
C -0.553387 -1.938439 -0.134257  0.28
N -0.456144 -2.646232 0.768166  -0.49
H 0.490295 0.294019 0.992901  0.04
H 0.381068 1.898584 0.317758  0.43
H 1.438774 0.670646 -0.464010  0.34
H -0.795622 1.123829 -1.620873  -0.34
H -1.601166 0.560274 -0.203290  0.37
H 0.251458 -1.232901 -1.873187  0.28
H -1.550425 -1.257357 -1.826237  -0.34
C -3.866298 -2.586201 -3.606174  -0.53
C -4.679316 -2.657087 -4.916316  -0.44
C -5.753592 -1.589597 -4.968659  -0.29
C -6.687323 -1.777758 -6.080810  0.05
N -7.412496 -1.900839 -6.959244  -0.40
H -4.184309 -1.787070 -2.932886  0.39
H -2.801442 -2.432141 -3.784162  -0.33
H -3.948169 -3.507234 -3.025247  0.36
H -5.105539 -3.653210 -5.023132  0.34
H -3.968011 -2.555252 -5.738061  0.29
H -5.336441 -0.587853 -5.081753  0.22
H -6.325199 -1.612651 -4.038864  0.32
C -0.273646 -2.301098 -5.139625  -0.80
C -0.283072 -3.828128 -5.256521  -0.36
C 0.601707 -4.476480 -4.174824  -0.43
C 1.944752 -3.903477 -4.144474  0.22
N 2.995239 -3.433136 -4.134691  -0.47
H 0.650834 -1.919139 -5.573205  0.51
H -0.365363 -2.001516 -4.096231  -0.15
H -1.057701 -1.857147 -5.756309  0.32
H 0.114259 -4.082554 -6.240012  0.37
H -1.261217 -4.289687 -5.125142  0.24
H 0.711383 -5.536809 -4.405688  0.35
H 0.144186 -4.333535 -3.196074  0.25
C -2.320645 -0.627824 3.142982  -0.98
C -1.627788 0.069553 4.301483  0.54
C -2.287295 -0.177578 5.669431  -0.35
C -3.762429 -0.144734 5.588827  0.08
N -4.908543 -0.117553 5.527294  -0.46
H -1.663463 -0.837243 2.295352  -0.20
H -3.143072 -0.043274 2.725460  0.50
H -2.738281 -1.605077 3.404928  0.30
H -1.671462 1.149611 4.148118  0.47
H -0.585220 -0.238735 4.386127  -0.49
H -2.005084 0.571498 6.409364  0.46
H -2.048157 -1.157057 6.094897  0.11
C 6.534064 5.015101 -1.040181  -1.17
C 6.189269 3.908763 -0.060465  -0.50
C 5.019125 4.239458 0.870451  0.24
C 3.695866 4.011451 0.289463  0.27
N 2.661804 3.786178 -0.151460  -0.43
H 7.563291 4.921763 -1.377276  0.36
H 6.455371 5.991411 -0.555410  0.33
H 5.849513 4.995591 -1.887478  0.30
H 7.031005 3.752194 0.625191  0.32
H 6.064803 2.946985 -0.558475  0.35
H 5.140557 5.287357 1.153220  0.31
H 5.084419 3.655531 1.787708  -0.33

Atomic forces in eV per Å
C 0.25 0.38 -0.62
C -0.51 0.24 0.16
C 0.22 -0.02 0.09
C 0.03 0.18 -0.45
N 0.03 -0.24 0.42
H 0.17 -0.16 0.21
H -0.13 0.04 0.20
H -0.03 -0.25 0.28
H 0.05 -0.02 0.01
H 0.14 -0.17 -0.23
H -0.08 0.10 -0.05
H -0.06 -0.09 -0.03
C 1.46 0.36 -0.85
C -0.50 -0.18 0.43
C -0.07 -0.05 -1.13
C 0.16 0.33 -0.08
N -0.08 -0.19 0.26
H -0.35 0.21 0.08
H -0.31 -0.26 0.13
H -0.60 -0.32 0.48
H -0.03 -0.04 -0.03
H 0.39 0.20 0.14
H -0.06 0.03 0.44
H -0.06 -0.13 0.18
C 0.08 -0.28 -0.61
C 0.29 0.21 0.62
C -0.21 0.60 -0.54
C -0.03 -0.37 0.47
N -0.01 0.17 -0.19
H -0.09 0.09 -0.04
H -0.06 -0.01 0.30
H -0.05 -0.02 0.04
H 0.07 0.13 -0.16
H 0.07 -0.06 -0.21
H -0.03 -0.18 0.01
H -0.07 -0.32 0.26
C -0.50 -0.42 0.24
C 0.24 0.99 0.81
C -0.09 -0.15 -0.07
C 0.02 -0.39 0.41
N -0.07 0.18 -0.25
H 0.18 -0.08 -0.10
H 0.26 0.09 -0.18
H 0.09 0.19 0.04
H -0.02 -0.38 -0.38
H -0.07 -0.14 -0.11
H -0.14 0.16 -0.21
H 0.17 -0.11 -0.17
C 0.05 -0.17 0.37
C 0.99 -0.26 0.35
C -0.38 0.05 -0.17
C 0.11 0.09 0.15
N -0.15 -0.09 -0.20
H -0.08 0.10 -0.19
H -0.03 0.05 -0.12
H -0.06 -0.03 -0.09
H -0.22 0.07 -0.01
H -0.27 0.14 -0.21
H 0.14 -0.02 0.19
H -0.04 0.09 -0.03
C -0.21 -0.37 -0.51
C 0.52 0.21 0.23
C 0.05 0.03 -0.52
C 0.47 0.25 0.06
N -0.35 -0.14 -0.01
H 0.16 0.04 0.37
H -0.07 0.27 -0.09
H -0.20 0.00 0.29
H -0.19 -0.24 -0.01
H -0.17 0.25 -0.22
H -0.10 -0.07 0.33
H 0.03 -0.19 0.08
C -0.20 -0.43 -0.65
C -0.21 0.18 0.32
C -0.77 -0.27 0.06
C 0.22 0.13 0.02
N 0.03 0.00 -0.03
H 0.23 0.17 0.21
H -0.06 0.04 0.28
H 0.02 0.12 0.18
H 0.31 -0.02 -0.16
H 0.01 0.13 -0.07
H 0.20 -0.01 -0.04
H 0.17 0.04 -0.13
C -0.22 0.06 0.09
C 0.64 -0.33 0.62
C 0.10 0.10 -0.18
C 0.25 0.14 0.10
N -0.22 -0.01 -0.12
H -0.04 -0.10 -0.25
H -0.03 -0.01 -0.04
H 0.11 0.13 -0.12
H 0.04 0.10 -0.18
H -0.22 0.04 -0.07
H -0.34 -0.01 0.09
H -0.06 -0.08 -0.01

As for the SMILES: CCCC#N.CCCC#N.CCCC#N.CCCC#N.CCCC#N.CCCC#N.CCCC#N.CCCC#N. The value obtained for the HOMO energy is -11.3 eV. The charge is 0. The strongest force on any atom comes out at 0.034 Eh/bohr. As for the spin multiplicity: 1. Its frontier orbital gap is 11.436 eV.